{"formula": "C46H44FN2O6PReTe", "method": "ωB97M-V with the def2-TZVPD basis set", "spin_multiplicity": 4, "largest_force_ha_per_bohr": 0.017, "lumo_energy_ev": [-6.10, -6.73], "total_charge": 2, "e_homo_ev": [-11.9, -11.9], "s2": 3.77, "gap_ha": [0.2116, 0.1883], "elements": ["Re", "C", "C", "C", "C", "C", "C", "C", "F", "C", "C", "C", "O", "C", "C", "N", "C", "C", "O", "O", "H", "H", "H", "H", "H", "H", "H", "H", "H", "H", "H", "C", "C", "C", "C", "C", "O", "C", "C", "C", "C", "C", "C", "C", "O", "C", "C", "C", "N", "C", "C", "Te", "C", "C", "C", "C", "C", "C", "C", "C", "C", "C", "C", "C", "H", "H", "H", "H", "H", "H", "H", "H", "H", "H", "H", "H", "H", "H", "H", "H", "H", "H", "H", "H", "H", "H", "H", "H", "C", "P", "C", "C", "O", "H", "H", "H", "H", "H", "H", "H", "H", "H"], "xyz": [[-0.462808, 0.047844, -0.456583], [2.524612, 6.568446, -2.729382], [3.525303, 5.432788, -2.682198], [4.279882, 5.245168, -3.988730], [5.380063, 4.217862, -3.802260], [4.832486, 2.952735, -3.208842], [5.493450, 1.758612, -3.367491], [4.978330, 0.574612, -2.830624], [5.670249, -0.548872, -3.015714], [3.795164, 0.537758, -2.147383], [3.088255, 1.742561, -1.991097], [1.802072, 1.749522, -1.350374], [1.385781, 0.662215, -0.785986], [1.077970, 2.941695, -1.328022], [1.680690, 4.101951, -1.788590], [2.887061, 4.130561, -2.317567], [3.608157, 2.948456, -2.501289], [-0.328968, 2.991441, -0.826531], [-0.853072, 3.961902, -0.351769], [-0.982694, 1.836225, -1.024527], [3.057408, 7.457752, -3.056823], [2.089081, 6.798756, -1.759891], [1.726447, 6.378370, -3.446692], [4.251655, 5.619951, -1.883140], [4.705678, 6.204179, -4.280938], [3.581885, 4.942188, -4.774102], [6.145875, 4.623624, -3.134676], [5.876615, 3.989772, -4.744361], [6.422082, 1.718399, -3.919025], [3.404310, -0.380682, -1.742808], [1.156248, 5.039952, -1.687699], [-3.868684, -3.787927, 4.515366], [-3.129089, -3.232576, 3.337735], [-3.168524, -3.866392, 2.098786], [-2.480221, -3.377497, 0.991020], [-2.599293, -4.071698, -0.338529], [-3.654185, -4.012723, -0.928725], [-1.448883, -4.854888, -0.849003], [-0.192705, -4.773804, -0.260047], [0.865336, -5.497203, -0.786430], [0.662510, -6.317066, -1.886278], [-0.599443, -6.423201, -2.460035], [-1.653404, -5.693393, -1.944283], [-1.785208, -2.191950, 1.124504], [-1.157006, -1.662135, 0.018726], [-1.727160, -1.533511, 2.362988], [-2.383261, -2.059427, 3.461857], [-0.920746, -0.314218, 2.259348], [-1.314424, 0.579382, 1.374954], [-2.765587, 0.743231, 1.136256], [-3.151051, 2.170007, 1.489066], [-3.417579, 2.440518, 3.593512], [-1.388003, 2.821132, 4.029388], [-0.768603, 2.141699, 5.074699], [0.517681, 2.483047, 5.466331], [1.198605, 3.493692, 4.807411], [0.592748, 4.159960, 3.749588], [-0.697499, 3.832266, 3.365331], [0.407019, -0.220263, 2.827089], [0.898603, -1.254646, 3.634777], [2.159712, -1.158483, 4.191351], [2.945542, -0.044538, 3.928861], [2.469977, 0.988425, 3.127611], [1.200654, 0.914380, 2.594011], [-4.452882, -4.660432, 4.236371], [-4.544945, -3.044095, 4.933574], [-3.176323, -4.082523, 5.302328], [-3.745481, -4.774073, 1.986939], [-0.039054, -4.157929, 0.615236], [1.840992, -5.436059, -0.329210], [1.483754, -6.893806, -2.284843], [-0.760283, -7.086891, -3.295215], [-2.644209, -5.768064, -2.367785], [-2.354994, -1.527638, 4.405001], [-3.318685, 0.034868, 1.758728], [-3.023552, 0.514080, 0.096232], [-4.101397, 2.420471, 1.020514], [-2.407082, 2.888364, 1.148825], [-1.300390, 1.365294, 5.609234], [0.980777, 1.965414, 6.293548], [2.193239, 3.771443, 5.124791], [1.110552, 4.963549, 3.247582], [-1.174319, 4.389449, 2.569309], [0.296688, -2.135052, 3.808008], [2.536623, -1.951928, 4.817705], [3.932475, 0.026148, 4.363000], [3.077339, 1.864818, 2.958958], [0.795784, 1.745342, 2.034004], [0.301821, -1.208553, -4.859990], [-0.921036, -0.924220, -3.593052], [-2.114898, -2.241704, -3.628723], [-1.757876, 0.622183, -3.918406], [-0.181769, -0.884144, -2.236322], [-0.167004, -1.290366, -5.837441], [0.827779, -2.134918, -4.636201], [1.019185, -0.389026, -4.865233], [-2.666888, -2.216025, -4.566741], [-2.815163, -2.144000, -2.798725], [-1.602885, -3.198814, -3.533680], [-2.112813, 0.641582, -4.945958], [-1.078554, 1.457150, -3.753716], [-2.613800, 0.732889, -3.252470]], "forces_ev_per_a": [[-0.13, -0.75, 0.40], [0.11, 0.08, -0.08], [0.10, 0.06, 0.05], [-0.02, 0.12, 0.01], [0.03, 0.03, 0.01], [-0.09, -0.10, 0.08], [-0.09, -0.07, 0.09], [-0.05, 0.02, 0.04], [-0.04, 0.04, 0.02], [0.11, 0.18, -0.05], [-0.01, 0.03, 0.00], [0.13, 0.50, 0.02], [0.19, -0.16, 0.15], [-0.01, -0.10, -0.04], [-0.16, -0.06, 0.25], [0.07, -0.12, -0.12], [-0.01, -0.03, -0.01], [-0.01, -0.03, 0.10], [0.27, -0.06, -0.28], [-0.16, 0.29, -0.25], [0.01, 0.06, -0.01], [0.01, 0.04, 0.05], [-0.03, -0.02, -0.05], [-0.03, 0.04, -0.05], [-0.02, 0.00, -0.02], [0.00, 0.00, 0.00], [0.01, 0.00, -0.01], [0.00, 0.01, -0.02], [0.06, -0.02, -0.03], [-0.03, -0.11, 0.01], [-0.05, -0.07, 0.00], [-0.06, -0.03, 0.04], [0.09, 0.08, -0.10], [0.14, 0.03, 0.02], [-0.10, 0.20, 0.24], [-0.09, -0.18, 0.04], [-0.04, 0.12, -0.11], [-0.02, 0.05, -0.01], [0.07, -0.04, 0.01], [-0.03, -0.01, -0.01], [-0.02, -0.01, 0.01], [0.03, 0.01, 0.04], [0.04, 0.06, -0.04], [0.12, 0.15, -0.05], [-0.26, -0.39, -0.01], [-0.09, -0.27, 0.10], [-0.03, -0.07, -0.07], [0.27, 0.08, 0.19], [0.04, 0.25, -0.20], [-0.13, -0.09, 0.31], [-0.10, 0.06, -0.02], [0.09, -0.06, 0.04], [0.02, 0.04, 0.02], [-0.09, 0.05, 0.00], [0.01, 0.07, 0.01], [-0.04, 0.05, -0.02], [0.07, -0.07, 0.08], [-0.11, -0.04, -0.01], [0.05, -0.04, -0.03], [0.08, -0.07, -0.03], [-0.07, 0.00, -0.05], [0.01, 0.04, -0.02], [-0.08, -0.09, -0.03], [0.04, -0.02, 0.00], [-0.03, -0.04, 0.00], [-0.04, 0.03, 0.03], [0.03, -0.02, 0.06], [-0.05, -0.06, 0.00], [0.01, 0.05, 0.02], [0.09, 0.00, 0.03], [0.07, -0.04, -0.04], [0.00, -0.06, -0.09], [-0.07, 0.00, -0.03], [0.02, 0.00, 0.03], [-0.01, 0.10, -0.19], [0.07, 0.09, -0.17], [-0.04, 0.04, 0.04], [-0.08, -0.05, -0.07], [-0.02, -0.06, 0.00], [0.04, -0.04, 0.07], [0.07, 0.03, 0.03], [0.06, 0.09, -0.05], [-0.03, 0.03, -0.03], [-0.03, -0.03, 0.02], [0.02, -0.06, 0.05], [0.06, 0.00, 0.03], [0.03, 0.05, -0.02], [-0.05, 0.05, 0.01], [0.01, 0.02, 0.09], [0.10, -0.10, 0.05], [0.01, -0.01, 0.06], [0.00, -0.02, 0.07], [-0.13, 0.38, -0.41], [-0.05, 0.00, -0.09], [0.02, -0.06, 0.01], [0.00, 0.04, -0.02], [-0.04, -0.02, -0.08], [-0.02, 0.01, 0.03], [0.03, -0.05, 0.02], [-0.04, -0.02, -0.11], [0.04, 0.00, -0.02], [0.00, 0.01, 0.03]]}